Model one:
27
Properties=species:S:1:pos:R:3 method="wB97M-V/def2-TZVPD" smiles=Cc1c[nH]c2ccccc12.CC charge=0 homo_lumo_gap_ev=8.9043 e_lumo_ha=0.0359
C 0.70368 2.64166 2.12602
C 0.62824 1.29151 1.61155
C 0.96936 0.11681 2.23475
N 0.34423 -0.98746 1.53704
C -0.18778 -0.48666 0.34812
C -1.07109 -1.04187 -0.49993
C -1.79075 -0.33373 -1.43186
C -1.74470 1.05103 -1.36496
C -0.96692 1.73190 -0.48628
C -0.13550 0.95188 0.36354
H -0.28290 2.97174 2.66046
H 0.66729 3.41328 1.30160
H 1.56218 2.71382 2.80677
H 1.33152 0.04444 3.28698
H 0.87436 -1.77370 1.46434
H -1.39573 -2.16602 -0.34843
H -2.45693 -0.78589 -2.24316
H -2.34120 1.57758 -2.16414
H -0.87556 2.79972 -0.42545
C 1.83004 -2.05876 -1.48453
C 0.59235 -2.09715 -2.39008
H 1.60295 -2.78062 -0.58513
H 2.90030 -2.47054 -1.82277
H 2.04342 -0.98395 -1.05065
H -0.16169 -2.75744 -1.94462
H 0.88510 -2.41635 -3.36029
H 0.27576 -1.07350 -2.49279

=====

Model two:
27
Properties=species:S:1:pos:R:3 method="wB97M-V/def2-TZVPD" smiles=Cc1c[nH]c2ccccc12.CC charge=0 homo_lumo_gap_ev=8.8800 e_lumo_ha=0.0350
C -2.23948 0.46585 -0.19064
C -1.71184 -0.42976 0.83123
C -2.06381 -0.44744 2.15625
N -1.21642 -1.37792 2.82745
C -0.13964 -1.67783 2.07591
C 1.13178 -2.30163 2.23796
C 2.01866 -2.35838 1.19521
C 1.54311 -2.08917 -0.16293
C 0.31227 -1.62279 -0.40668
C -0.50710 -1.25776 0.75421
H -2.63359 1.24052 0.39412
H -2.93648 0.03477 -0.79594
H -1.40471 0.84501 -0.86142
H -2.80689 0.10456 2.70912
H -1.50745 -1.74219 3.73836
H 1.21135 -2.48703 3.36704
H 3.09284 -2.38152 1.35207
H 2.17202 -2.51831 -0.97296
H -0.11748 -1.52673 -1.48605
C 0.32677 2.73920 -2.84142
C 1.61141 2.59827 -1.96874
H -0.36854 3.27476 -2.09046
H 0.41570 3.33883 -3.82364
H -0.17055 1.72026 -3.07668
H 1.93172 1.75248 -1.39164
H 1.51470 3.26822 -1.14950
H 2.54166 2.83573 -2.42025

=====

Model three:
27
Properties=species:S:1:pos:R:3 method="wB97M-V/def2-TZVPD" smiles="C=C=C1[C@]2(C)C[C@]12C.CC#CN" charge=0 homo_lumo_gap_ev=9.0315 e_lumo_ha=0.0282
C -0.82371 -2.78620 1.35278
C 0.03519 -2.02357 0.76555
C 0.90232 -1.33499 0.15209
C 1.32808 -0.53801 -0.97870
C 0.70847 0.14732 -2.15655
C 2.79602 -0.79890 -0.80471
C 1.99938 -0.28240 0.32174
C 1.95027 0.85182 1.28594
H -0.53336 -3.85228 1.70588
H -1.57544 -2.38659 2.05768
H 0.15542 -0.64379 -2.75472
H 1.39803 0.80918 -2.85864
H -0.24695 0.79067 -1.88902
H 3.26642 -1.72013 -0.66921
H 3.45303 0.02773 -1.09577
H 1.22957 1.63901 1.12708
H 3.04557 1.32481 1.41530
H 1.60679 0.33281 2.26677
C -1.90416 2.69544 0.83348
C -2.14960 1.41518 0.16817
C -2.54681 0.28384 -0.03727
N -2.87509 -0.92373 -0.65584
H -0.80321 2.82220 0.80143
H -2.37687 2.77977 1.78798
H -2.42384 3.50887 0.21666
H -3.61595 -0.83964 -1.34742
H -1.99957 -1.29841 -1.01070

=====

Model four:
27
Properties=species:S:1:pos:R:3 method="wB97M-V/def2-TZVPD" smiles=Cc1c[nH]c2ccccc12.CC charge=0 homo_lumo_gap_ev=8.7236 e_lumo_ha=0.0336
C -0.95642 -0.61591 -3.35921
C -0.03477 -0.38320 -2.19053
C 0.94847 -1.22320 -1.76709
N 1.58854 -0.71335 -0.67221
C 1.05998 0.52954 -0.40478
C 1.36310 1.42686 0.61298
C 0.64795 2.61505 0.66886
C -0.37133 2.88459 -0.25109
C -0.69801 1.95669 -1.21971
C 0.02583 0.76274 -1.32835
H -0.49619 -1.31924 -4.04915
H -1.15030 0.33000 -3.86204
H -1.89009 -1.07160 -3.03294
H 1.19956 -2.18681 -2.18510
H 2.47796 -1.03074 -0.33010
H 2.06567 1.18451 1.39884
H 0.96265 3.33146 1.41423
H -0.96428 3.78843 -0.21459
H -1.46659 2.18970 -1.94656
C -0.67474 -2.18666 2.42037
C -0.41848 -0.91859 3.26354
H 0.03107 -2.98469 2.66156
H -1.66696 -2.58831 2.61125
H -0.57703 -1.98608 1.35429
H 0.49623 -0.99430 3.85275
H -1.22421 -0.72227 3.96365
H -0.27761 -0.07462 2.59112

=====

Energies relative to the minimum, kcal/mol: model one 50.7; model two 54.5; model three 180.6; model four 0.0

=====

Model one:
27
Properties=species:S:1:pos:R:3 method="wB97M-V/def2-TZVPD" smiles=Cc1c[nH]c2ccccc12.CC charge=0 homo_lumo_gap_ev=8.7755 e_lumo_ha=0.0326
C -2.31768 0.29828 -0.53862
C -1.27026 -0.61997 0.04950
C -1.47302 -1.77127 0.75947
N -0.39458 -2.62011 0.67843
C 0.49809 -2.06661 -0.21851
C 1.71133 -2.57255 -0.64498
C 2.45780 -1.89117 -1.60403
C 1.95870 -0.66055 -2.04649
C 0.69822 -0.19849 -1.65961
C -0.05495 -0.82973 -0.70592
H -3.16051 -0.15498 -1.06149
H -1.85708 0.89531 -1.32862
H -2.71403 1.01702 0.18710
H -2.43288 -2.07859 1.14566
H -0.32201 -3.59823 0.93051
H 1.94869 -3.56783 -0.28661
H 3.37981 -2.19880 -2.05536
H 2.62548 -0.08815 -2.68038
H 0.39948 0.73265 -2.12099
C -0.04271 3.16521 0.97920
C 0.19323 2.29090 2.21999
H 0.92963 3.43073 0.56922
H -0.64216 2.66263 0.22136
H -0.67438 4.01823 1.20649
H 1.13781 2.43449 2.75077
H -0.36660 2.68550 3.09737
H -0.21542 1.28606 2.15651

=====

Model two:
27
Properties=species:S:1:pos:R:3 method="wB97M-V/def2-TZVPD" smiles=Cc1c[nH]c2ccccc12.CC charge=0 homo_lumo_gap_ev=8.7623 e_lumo_ha=0.0350
C -1.91584 -1.67074 2.63121
C -0.96164 -0.55432 2.55229
C -0.38193 0.32099 3.50912
N 0.40389 1.33250 2.79707
C 0.12299 1.16980 1.42338
C 0.42164 1.96697 0.27968
C -0.10061 1.65045 -0.94386
C -0.90144 0.54196 -1.01753
C -1.09878 -0.30834 0.10450
C -0.70783 -0.01872 1.32209
H -2.18739 -2.16050 1.63674
H -2.95584 -1.58593 3.02810
H -1.53868 -2.48804 3.36985
H -0.36807 0.27299 4.62910
H 1.06396 1.98820 3.21955
H 1.12374 2.77913 0.25557
H 0.16995 2.36113 -1.81010
H -1.39600 0.20292 -1.86095
H -1.47384 -1.30601 -0.10806
C 2.13060 -0.77766 -2.71987
C 0.93516 -0.31426 -3.60930
H 1.94186 -0.76802 -1.62508
H 2.50828 -1.77366 -2.99260
H 3.10116 -0.25846 -2.70614
H 0.32565 -1.22636 -3.85410
H 1.46594 0.27372 -4.50220
H 0.27305 0.35026 -3.00848

=====

Energies relative to the minimum, kcal/mol: model one 0.0; model two 28.1

=====

Model one:
14
Properties=species:S:1:pos:R:3 method="wB97M-V/def2-TZVPD" charge=0 homo_lumo_gap_ev=9.2108 e_lumo_ha=0.0238
C -0.93037 1.13783 -0.43529
C 0.01461 0.09765 -0.18368
C 0.32572 -0.92745 -1.24226
O -1.29504 -0.89878 0.80234
C 1.02540 0.29762 0.83038
C 1.88696 0.47943 1.65316
H -0.78947 2.08206 0.08465
H -1.32341 1.20232 -1.44818
H -1.64609 0.20368 0.34333
H 0.73241 -1.84246 -0.80863
H 1.06222 -0.50124 -1.93400
H -0.58277 -1.16483 -1.80045
H -1.13038 -0.81349 1.75683
H 2.65019 0.64766 2.38182

=====

Model two:
14
Properties=species:S:1:pos:R:3 method="wB97M-V/def2-TZVPD" smiles="C=C(C)[C@H]1CO1" charge=0 homo_lumo_gap_ev=9.5180 e_lumo_ha=0.0316
C -0.25114 1.43183 0.25419
C 0.01751 0.15223 0.52280
C 0.70383 -0.31161 1.78941
C -0.02943 -0.74317 -0.64088
C -0.78277 -0.46797 -1.84359
O 0.40239 0.23294 -1.91493
H -0.83803 1.74885 -0.60390
H 0.19872 2.21790 0.83526
H 1.69484 0.14035 1.86138
H 0.83086 -1.39701 1.81369
H 0.14853 -0.03480 2.69189
H 0.42589 -1.73617 -0.50730
H -1.72046 0.06257 -1.71744
H -0.80073 -1.29593 -2.54058

=====

Energies relative to the minimum, kcal/mol: model one 40.4; model two 0.0

=====

Model one:
18
Properties=species:S:1:pos:R:3 method="wB97M-V/def2-TZVPD" charge=-1 homo_lumo_gap_ev=7.5197 e_lumo_ha=0.1423
C 1.02969 0.24909 -1.86296
C 2.49367 -0.03298 -1.75053
H 0.75152 0.14345 -2.97910
H 0.35969 -0.39376 -1.28690
H 0.74080 1.28528 -1.53266
H 3.16682 0.68714 -2.30292
H 2.67870 -1.01297 -2.32002
H 2.80580 -0.19804 -0.70177
C -1.14899 0.10004 1.07907
C -2.44639 0.51176 1.67315
C -0.30739 -1.07146 1.70617
O -0.66189 -2.21658 1.51769
O 0.75963 -0.72312 2.28122
H -1.29012 -0.24296 0.00385
H -0.41824 1.01403 1.04439
H -3.34491 -0.18438 1.43735
H -2.67301 1.39808 1.24560
H -2.49538 0.68740 2.74837

=====

Model two:
18
Properties=species:S:1:pos:R:3 method="wB97M-V/def2-TZVPD" charge=-1 homo_lumo_gap_ev=7.6675 e_lumo_ha=0.1396
C 2.08889 -0.38851 1.62931
C 1.95145 0.64084 0.51636
C 0.70019 -0.73610 2.16500
H 2.63097 0.02038 2.48714
H 2.45437 -1.30410 1.15357
H 2.88383 1.09650 0.08356
H 1.64587 0.28303 -0.45994
H -0.11053 -0.93299 1.46325
H 1.32270 1.46204 0.84390
H 0.32826 0.02561 2.87475
H 0.81949 -1.52439 2.92589
C -2.95682 0.55166 -2.25745
C -1.63211 -0.27788 -2.21261
O -1.68790 -1.43675 -2.68372
O -0.66785 0.32716 -1.69704
H -3.84006 -0.10581 -2.24230
H -2.95079 1.09717 -3.19406
H -2.97997 1.20214 -1.39561

=====

Model three:
18
Properties=species:S:1:pos:R:3 method="wB97M-V/def2-TZVPD" smiles=[O-]CCCCCO charge=-1 homo_lumo_gap_ev=5.4897 e_lumo_ha=0.1280
O -2.47836 2.27076 0.05634
C -1.85522 1.15846 -0.41948
C -1.24839 0.21137 0.71435
C -0.36647 -0.93856 0.20767
C 0.72670 -0.54666 -0.81241
C 2.03500 -1.31057 -0.46253
O 2.81761 -0.65726 0.56004
H -1.03275 1.55638 -1.03902
H -2.47668 0.42223 -0.99017
H -2.10475 -0.21746 1.25038
H -0.78025 0.93862 1.39282
H 0.20191 -0.94181 1.14610
H -0.87697 -1.87367 0.04012
H 1.04594 0.48571 -0.63628
H 0.31158 -0.76846 -1.79892
H 2.73658 -1.25335 -1.30205
H 1.87210 -2.30525 -0.04722
H 2.46003 -0.43645 1.43035

=====

Energies relative to the minimum, kcal/mol: model one 8.3; model two 0.0; model three 65.3

=====

Model one:
18
Properties=species:S:1:pos:R:3 method="wB97M-V/def2-TZVPD" charge=-1 homo_lumo_gap_ev=7.6823 e_lumo_ha=0.1387
C -1.32533 1.66828 -3.09898
C -0.85323 1.41832 -1.64840
H -0.53025 2.21773 -3.61849
H -1.25811 0.72820 -3.61335
H -2.27779 2.18333 -3.21707
H 0.17431 1.71791 -1.50736
H -0.77283 0.34772 -1.44969
H -1.45989 1.80863 -0.82841
C -0.08343 -1.48463 0.91548
C -1.35722 -0.86076 1.48618
C 1.19654 -0.64052 1.06084
O 1.06594 0.47308 0.46428
O 2.18351 -1.05497 1.68734
H -0.07659 -2.51833 1.30312
H -0.13918 -1.71779 -0.16081
H -1.36718 0.20744 1.25472
H -1.30546 -0.94557 2.58143
H -2.24710 -1.42510 1.19383

=====

Model two:
18
Properties=species:S:1:pos:R:3 method="wB97M-V/def2-TZVPD" charge=-1 homo_lumo_gap_ev=6.4287 e_lumo_ha=0.1342
C -0.56395 1.42434 -0.27566
O -1.34719 1.92255 -1.26580
C 0.30936 0.16969 -0.65746
C 1.44740 -0.07041 0.36708
C 1.18075 -1.10505 1.44171
C 1.75588 -2.30074 1.35676
H 0.17575 2.15280 0.15110
H -1.31467 1.14780 0.50003
H 0.81708 0.14318 -1.62562
H -0.42726 -0.64188 -0.66596
H 2.38246 -0.30515 -0.14987
H 1.55199 0.88409 0.90267
H 0.49440 -0.81973 2.22868
H 2.35402 -2.51386 0.47448
H 1.67344 -3.10326 2.08432
H -3.64053 0.23523 -1.43889
H -2.99896 1.64036 -1.74693
O -3.84996 1.14003 -1.68064

=====

Energies relative to the minimum, kcal/mol: model one 0.0; model two 47.2